No. 1
{
  "formula": "C5H6LiLuO4",
  "method": "ωB97M-V/def2-TZVPD",
  "species": ["O", "C", "O", "O", "C", "C", "Li", "H", "H", "H", "H", "Lu", "C", "C", "O", "H", "H"],
  "xyz": [[-1.139958, -1.722866, 2.682955], [-0.426464, -0.726339, 2.386583], [0.239619, -0.073603, 3.177159], [-0.334143, -0.489749, 1.015333], [0.869202, -0.261387, 0.475338], [0.894132, 0.573803, -0.737686], [-0.569753, -1.155725, 4.681287], [1.654081, -0.048837, 1.212891], [0.752932, 1.608593, -0.378665], [1.919199, 0.635814, -1.126267], [0.882980, -0.850467, -0.826981], [-2.285158, -3.545910, 1.875799], [-0.455959, 0.829250, -2.370699], [-0.194759, 1.801341, -3.299613], [0.023359, 2.608844, -4.074069], [-0.408487, -0.171214, -2.819458], [-1.420822, 0.988452, -1.873907]],
  "forces_ev_per_angstrom": [[-3.1, -3.7, 0.2], [3.3, 2.5, -2.1], [-1.1, -0.9, -0.2], [-2.8, -0.7, 2.0], [0.8, -0.6, -4.7], [1.2, 5.8, 2.1], [0.4, 0.5, 0.3], [0.7, -1.0, -0.9], [-1.2, 0.3, -1.3], [-0.3, -0.5, -0.2], [0.2, -2.0, 2.7], [1.0, 1.7, 0.6], [0.2, -2.4, 2.0], [0.9, 2.4, -2.1], [-0.4, -1.8, 1.8], [-0.1, 0.4, -0.3], [0.3, 0.2, -0.1]],
  "total_charge": 3,
  "spin_multiplicity": 2,
  "homo_lumo_gap_ha": [0.21934, 0.18185],
  "mol_weight_g_mol": 312.0,
  "homo_energy_ev": [-18.4, -18.4],
  "s_squared": 0.750
}

No. 2
{
  "formula": "C5H6LiO4Rh",
  "method": "ωB97M-V/def2-TZVPD",
  "species": ["O", "C", "O", "O", "C", "C", "Li", "H", "H", "H", "Rh", "C", "C", "O", "H", "H", "H"],
  "xyz": [[2.653269, -1.474538, 0.034801], [1.844095, -0.596642, -0.186960], [1.891373, 0.629307, -0.073522], [0.513808, -1.156064, -0.461625], [-0.486228, -0.385111, -0.713574], [-1.824585, -0.788140, -0.464422], [4.342835, -1.732943, 0.724299], [-0.237064, 0.659828, -0.943898], [-1.932036, -1.859342, -0.269596], [-2.416272, -0.494524, -1.349702], [1.947642, 2.147289, 1.032157], [-2.567111, 0.170105, 0.892727], [-2.129772, 1.583563, 0.884132], [-1.166154, 1.999613, 1.507126], [-2.294338, -0.330703, 1.827770], [-2.594635, 2.239190, 0.118992], [-3.651268, 0.107966, 0.725658]],
  "forces_ev_per_angstrom": [[0.0, 1.6, -0.3], [-2.4, -6.3, 0.3], [0.5, 2.6, -0.9], [3.5, -0.2, 0.7], [-0.9, 2.1, 0.2], [-0.5, 0.6, -0.7], [0.5, -0.6, -0.1], [-0.3, -0.4, -0.3], [-0.2, 0.3, 0.4], [-0.2, 0.0, 0.6], [0.0, 1.4, 0.9], [0.1, -0.5, -0.1], [-1.0, -1.3, -0.6], [0.7, 0.2, 0.1], [0.1, 0.1, -0.3], [-0.1, 0.4, 0.2], [0.3, 0.1, -0.2]],
  "total_charge": 3,
  "spin_multiplicity": 6,
  "homo_lumo_gap_ha": [0.16249, 0.25932],
  "mol_weight_g_mol": 239.9,
  "homo_energy_ev": [-18.3, -23.4],
  "s_squared": 8.778
}